This record from the OMol25 dataset describes 13 unconnected molecules or ions with the total composition C43H122N16O13 at a distorted geometry. The level of theory is wB97M-V/def2-TZVPD.

Properties
HOMO energy: -9.11 eV
Total energy: -3565.61482 Eh
Spin multiplicity: 1

Each line ends with the Mulliken charge.
Element x y z (Å)
H (-1.637, 1.260, 6.378)  0.4691
N (5.263, -0.027, 2.162)  -0.2854
H (1.814, 7.278, 1.559)  0.3488
H (-3.631, -0.178, 3.529)  0.7546
H (-3.902, 2.130, 2.456)  0.4418
H (-2.893, 3.697, -4.472)  0.2968
H (-0.186, -2.752, -3.347)  -0.9854
H (-0.697, -3.595, 0.360)  -0.6231
C (-3.367, -0.702, -7.595)  -1.6770
H (-2.401, -2.258, 1.597)  -1.3150
N (3.667, -4.767, 1.014)  -0.4053
C (-0.581, 4.489, 0.122)  -0.4207
H (-0.043, 10.011, 0.277)  0.2954
O (-3.365, 0.316, 1.638)  -0.2147
N (-3.725, -5.074, -4.109)  -0.8319
H (-4.613, 0.560, -4.792)  0.2417
H (-2.236, -0.484, -4.303)  -0.6391
C (0.101, 8.079, 0.237)  0.5876
H (-1.726, -5.935, -2.619)  0.3994
C (-1.651, 1.636, 5.351)  -0.3345
H (4.916, -3.988, -6.324)  0.0772
H (-3.979, 1.346, -5.968)  0.4177
H (3.599, -4.714, 2.018)  0.2237
O (0.961, -5.497, 4.141)  -0.7289
H (-1.407, -1.005, -5.772)  0.1930
H (-0.279, 5.189, 6.555)  0.4231
H (-2.699, -1.518, -7.891)  0.3498
H (0.514, 5.147, 3.545)  0.3537
H (2.485, -3.072, 2.681)  0.0976
C (1.076, -4.429, 3.550)  0.2946
H (3.112, -4.461, -3.937)  0.1291
H (-0.156, 0.531, 12.634)  0.2536
H (0.454, 7.681, 2.403)  0.2890
H (-2.957, 0.158, -8.129)  0.2824
H (1.387, -2.905, -2.626)  -0.6063
C (-2.966, -0.515, 2.720)  -0.7447
H (-2.155, 1.905, 2.315)  0.1129
H (-6.801, 2.576, -1.892)  0.4661
O (0.563, -0.004, 10.850)  -0.3242
H (-5.013, 2.700, -3.697)  0.4420
H (7.519, -0.819, -6.121)  0.4372
C (-4.843, 2.311, -2.690)  0.4289
H (4.567, -5.549, -6.998)  0.3183
H (2.756, -0.879, 8.336)  0.2827
C (0.264, -0.829, 9.731)  -0.9078
H (-2.048, -3.985, -4.106)  -1.0461
O (0.139, 5.695, 0.052)  -0.4041
C (4.400, -0.255, -4.697)  -0.7925
H (-3.745, 5.213, -4.020)  0.3089
H (-1.322, 4.501, 0.929)  0.3506
H (2.759, -0.051, -2.636)  0.2213
H (1.881, 5.847, 6.228)  0.2875
H (5.299, 0.850, -7.001)  0.2621
H (4.660, -0.715, 1.743)  0.1329
N (5.106, -0.147, -7.027)  -0.7494
H (4.612, 0.802, -4.486)  0.7922
H (-1.345, -5.206, 0.305)  0.4056
C (-0.344, -0.273, 11.924)  -0.7355
H (5.055, 0.443, 3.020)  0.2154
H (-1.943, -0.307, 3.057)  0.0018
O (-1.747, 1.049, -5.623)  -0.4612
H (-2.398, -3.735, 0.049)  0.3946
H (2.563, 0.297, 9.454)  0.3072
H (2.221, -1.710, 1.019)  -0.7759
H (-0.369, -4.518, -5.220)  0.2110
N (-4.944, 0.856, -2.874)  -0.5112
H (-5.643, 2.291, -0.634)  0.1505
C (3.737, -3.590, 0.334)  0.6063
O (-1.425, 3.032, 5.313)  -0.4124
H (-5.784, 3.900, -1.530)  0.3680
H (-1.414, 0.737, -0.968)  -0.0392
C (-2.147, -0.296, -5.379)  0.9211
H (6.953, 0.384, -4.934)  0.3144
C (-3.149, -1.983, 2.346)  2.0736
N (1.196, -1.730, 1.116)  1.3213
C (-2.781, -4.204, -3.329)  1.8833
O (3.941, -2.503, 0.906)  -0.5997
H (-0.632, -1.046, 7.170)  0.3769
N (6.268, -0.384, 0.174)  -0.2455
H (0.321, 0.890, -5.277)  0.3530
H (5.171, -1.872, -5.891)  -0.8519
C (-3.115, 1.689, 1.835)  -0.1764
H (-1.307, -0.956, -0.701)  -0.6076
H (5.832, -0.513, -7.635)  0.2938
H (-4.631, -1.484, 0.766)  0.0049
C (-3.479, -0.564, -6.069)  0.4545
C (0.289, 4.714, 5.749)  0.4357
C (5.343, -0.807, -5.737)  1.6903
C (1.179, 0.144, 2.655)  -1.2772
H (-2.664, 1.438, 4.994)  0.3015
H (-4.566, -3.205, 1.269)  0.5803
H (-2.805, -2.308, -2.303)  -0.2311
C (0.921, 0.476, 0.108)  -0.5324
C (-4.475, -2.168, 1.601)  -1.8800
H (-4.333, -0.911, -8.051)  0.4282
H (2.261, 0.237, 2.722)  0.0255
H (-0.357, 2.437, -4.964)  0.4246
H (-4.238, -3.175, -2.065)  0.5639
C (2.814, -3.870, -4.822)  -0.0038
H (-1.021, 4.302, -0.866)  0.2209
H (-1.278, 9.448, -0.417)  0.2728
C (0.634, -0.392, 1.342)  2.8684
C (0.976, 7.978, 1.488)  -1.4019
H (1.435, 8.950, 1.689)  0.3539
H (-3.239, 2.251, -1.310)  -1.5935
H (0.428, 0.853, 8.439)  0.0200
O (4.426, -0.983, -3.488)  -0.4009
N (2.305, 0.013, 8.512)  -0.6711
H (-4.247, -3.146, 3.473)  0.3854
H (3.052, -4.144, 3.884)  0.2965
H (0.721, -0.394, 3.484)  0.3971
H (-4.779, 0.420, -1.966)  -0.0596
H (1.106, -1.600, -3.754)  0.1064
C (-3.400, 2.649, -2.315)  1.8911
C (1.331, -3.553, -4.706)  0.2125
H (-1.383, -0.236, 11.592)  0.3145
C (-3.492, -2.969, -2.842)  -1.2471
H (-3.308, -2.289, 4.379)  0.2640
H (-0.453, -0.530, 1.368)  -0.9160
H (3.212, -4.549, -1.430)  0.1628
H (-5.885, 0.546, -3.102)  0.3065
N (2.283, -3.824, 3.316)  -0.2379
H (0.790, 8.218, -0.607)  0.2685
H (-0.818, -0.951, 9.589)  0.3881
N (-0.738, 9.275, 0.437)  -0.7669
C (0.852, -0.154, 8.509)  0.7724
H (0.976, -1.808, 7.129)  0.5307
H (-1.449, 6.760, 0.819)  0.3679
C (-0.869, -0.150, -1.313)  2.0893
H (1.012, -2.967, -5.582)  -0.0404
C (-0.034, 3.231, 5.515)  0.2726
O (-1.125, -4.319, -1.535)  -0.1846
H (3.393, -2.951, -4.685)  -0.0011
H (3.333, -2.859, -1.542)  -0.3907
H (-3.881, -1.471, -5.608)  0.1705
H (0.257, -2.753, 2.669)  -0.0849
N (3.415, -3.681, -0.970)  0.1540
N (-3.277, -2.862, 3.537)  -0.6290
H (0.129, 6.514, 4.575)  0.4239
H (0.068, 3.631, 0.309)  -0.1306
H (-3.125, 2.193, 0.869)  -0.3560
H (0.521, 1.485, 0.294)  -0.8917
C (-1.438, -4.217, -0.148)  -0.0215
O (6.781, 1.505, 1.324)  -0.6940
C (3.814, -0.290, -2.439)  -0.3190
H (-4.014, -2.412, -3.619)  0.5257
H (-2.953, -5.381, -1.537)  0.3543
H (-1.006, 0.979, 4.763)  -0.1009
O (0.518, -0.048, -1.141)  0.3135
H (-4.636, -5.044, -3.660)  0.3185
H (4.800, -5.508, -5.253)  0.2852
H (0.566, 2.884, 4.668)  -0.0564
C (-0.714, 6.802, 0.003)  -0.6497
C (-2.974, 4.497, -3.732)  -0.7865
H (3.368, -0.278, -5.078)  0.0373
C (0.443, -0.854, 7.214)  -1.4800
H (3.320, -5.583, 0.547)  0.1782
O (3.031, -4.696, -5.940)  -0.4732
H (-1.093, 5.329, 4.186)  0.3476
H (0.921, -5.427, -5.505)  0.2857
C (4.425, -4.938, -6.106)  -0.5896
H (-0.571, 1.293, -3.817)  -0.1148
C (-0.599, 1.367, -4.915)  -0.5324
H (4.236, 0.705, -2.242)  0.5463
C (-5.775, 2.812, -1.581)  -1.4340
H (-1.276, 6.916, -0.933)  0.1875
H (-0.888, -3.798, 3.465)  0.0541
C (6.822, -0.638, -5.302)  -1.4505
C (-2.164, -5.019, -2.205)  -0.8721
H (-5.338, -1.964, 2.246)  0.5611
H (-3.375, -6.022, -4.012)  0.2807
H (0.606, -1.866, 9.860)  0.3504
H (-2.720, 2.147, -3.008)  -0.1198
H (0.294, 2.675, 6.404)  -0.3491
H (6.843, -0.092, -0.591)  0.1852
H (7.153, -1.268, -4.473)  0.2888
C (0.876, -2.649, -3.560)  1.8359
H (0.817, 1.179, 2.729)  0.1628
O (-3.251, 4.060, -2.412)  -0.3995
H (1.768, 4.629, 7.128)  0.2713
H (-1.184, -0.433, -2.315)  -1.2506
H (5.629, -1.162, 0.177)  0.1023
C (-0.038, 5.440, 4.440)  -1.4876
N (0.070, -3.572, 3.239)  0.0732
H (1.982, 0.703, -0.034)  0.2884
H (0.904, -1.994, 0.172)  -0.7452
N (-4.491, 0.473, -5.813)  -0.7753
H (-0.134, -1.257, 12.351)  0.2901
N (0.527, -4.785, -4.829)  -0.5675
C (6.117, 0.475, 1.216)  0.5002
H (0.691, -0.357, 6.274)  0.2369
N (1.697, 4.845, 6.131)  -0.7944
H (-2.015, 5.024, -3.736)  0.2270
H (3.895, -0.865, -1.519)  -0.3245